Below is a 7-piece molecular cluster, C5H26N2O7 overall, with properties calculated with ωB97M-V with the def2-TZVPD basis set.

Structure (XYZ):
```
40
Properties=species:S:1:pos:R:3:forces:R:3
C 0.3431 -0.1186 4.2215 1.1124 -0.9033 0.3218
N 0.5473 0.6403 3.0031 -0.0877 0.1006 0.3726
C -0.0823 1.9477 2.9544 -0.1259 -0.0999 -1.0959
C 0.5010 2.7451 1.7870 -1.2343 1.2581 -0.0392
C 0.1505 2.2721 0.3398 2.2261 -0.7063 1.0703
N 0.5825 3.2104 -0.6886 -0.8841 -0.5210 -0.0469
C -1.2472 1.7314 0.1088 0.8604 0.5249 0.0078
O -1.3095 0.3720 0.5520 -0.4987 0.1061 0.3590
H 1.2552 -0.0485 4.8265 -0.2516 0.3933 0.3151
H 0.3270 -1.1995 4.0435 -0.3318 0.0993 -0.3769
H -0.5184 0.1119 4.8522 -0.1772 0.3128 -0.2584
H 0.2938 0.1329 2.1682 -0.1864 0.0743 0.1347
H 0.0217 2.5188 3.8757 0.3391 -0.2740 0.1693
H -1.1685 1.8574 2.7836 -0.1043 0.0869 0.2116
H 1.5818 2.8053 1.8958 0.1419 -0.1278 -0.0675
H 0.1353 3.7801 1.8729 -0.0281 -0.0320 0.1042
H 0.8697 1.4489 0.2888 -0.4891 -0.5260 -0.7427
H 1.4956 3.5887 -0.4911 -0.1487 0.3438 0.0217
H -0.1327 3.9074 -0.8431 0.3898 0.4494 0.0358
H -1.4165 1.7908 -0.9621 -0.2211 -0.2609 -0.0964
H -1.9458 2.3986 0.6206 -0.3683 -0.3184 0.0805
H -1.9216 0.3106 1.2932 -0.0577 0.1110 -0.1151
O -1.1498 0.2204 -4.6169 0.0890 0.2082 -0.0243
H -1.4176 -0.1108 -3.7589 -0.4179 -0.3576 -0.2227
H -0.3129 0.6333 -4.3877 0.2279 0.1506 -0.1580
O 0.0061 -0.1936 -1.8156 0.4349 0.5284 -0.4417
H -0.8261 -0.4520 -2.2110 -0.0878 -0.5198 0.3672
H 0.3067 -0.9446 -1.2936 -0.0699 -0.1505 0.1070
O 0.4076 -3.6562 -2.6950 0.1909 -0.5009 -0.9501
H 1.1630 -4.2573 -2.6193 -0.0183 0.1418 0.7746
H 0.4404 -3.4743 -3.6432 -0.3036 0.3657 -0.0095
O 0.7253 -2.0673 0.2786 -0.6686 -0.0118 0.5455
H -0.1261 -2.5120 0.1500 0.2481 -0.2160 -0.3325
H 0.4741 -1.4576 0.9913 0.4327 0.0717 -0.2936
O -1.9344 -2.4163 -2.9208 -0.3281 -0.7740 -0.1286
H -1.3334 -3.1637 -2.7481 0.2618 0.5103 0.2930
H -2.6451 -2.8850 -3.3771 -0.2174 0.5162 -0.0200
O 2.7078 -3.4962 -1.3887 0.6907 -0.9269 0.0066
H 2.3659 -3.2620 -0.5208 -0.1553 0.4815 -0.1492
H 2.7865 -2.7089 -1.9260 -0.1837 0.3922 0.2712
```
Positions in Å, forces in eV/Å.

Calculated values
LUMO level	0.012	Ha
energy above the lowest of the compared OMol25 structures with the same formula, charge and spin	204.02	kJ/mol
total energy	-22918.6098	eV
multiplicity	1
structure (SMILES)	CNCC[C@H](N)CO.O.O.O.O.O.O